Record 1
C41H52As3N4O4S5Ti | ωB97M-V/def2-TZVPD

Geometry as XYZ:
```
110
Properties=species:S:1:pos:R:3
Ti -0.1187 0.1321 -0.0873
O 1.6299 -0.3367 0.3147
C 2.3609 -0.8622 1.2895
C 3.7400 -0.6386 1.3189
C 4.4917 -1.2018 2.3319
C 3.8994 -1.9860 3.3249
C 2.5406 -2.2119 3.2919
C 1.7519 -1.6495 2.2781
C 0.3518 -1.9518 2.2126
N -0.4731 -1.3976 1.3944
N -1.7701 -1.9027 1.4583
C -2.3754 -1.5107 0.3821
O -1.7384 -0.7741 -0.4946
C -3.7768 -1.8494 0.0896
C -4.3530 -2.9890 0.6457
C -5.6884 -3.2620 0.4080
C -6.4480 -2.3954 -0.3680
C -5.8753 -1.2560 -0.9131
C -4.5348 -0.9809 -0.6928
H 4.1867 -0.0302 0.5457
H 5.5587 -1.0284 2.3542
H 4.5040 -2.4154 4.1093
H 2.0703 -2.8279 4.0471
H -0.0469 -2.7181 2.8763
H -3.7529 -3.6487 1.2548
H -6.1413 -4.1479 0.8307
H -7.4928 -2.6092 -0.5458
H -6.4770 -0.5772 -1.5018
H -4.0777 -0.0829 -1.0868
O 2.5044 3.7856 5.3103
C 1.3426 3.0158 5.5003
C 0.9136 2.4406 4.1812
C -0.1933 1.5994 4.1092
C -0.5515 1.0659 2.8892
N 0.1000 1.3487 1.7546
C 1.1290 2.2105 1.8059
C 1.5777 2.7423 3.0068
C 1.6909 2.6268 0.4987
C 2.5773 3.6892 0.4152
C 2.9475 4.1909 -0.8245
C 3.8995 5.3562 -0.9203
O 5.1854 5.0094 -0.4463
C 2.3891 3.5890 -1.9409
C 1.5236 2.5203 -1.7729
N 1.1766 2.0279 -0.5902
H 2.7232 4.2405 6.1286
H 0.5150 3.6194 5.8931
H 1.5181 2.1890 6.2019
H -0.7708 1.3432 4.9867
H -1.3962 0.3940 2.8018
H 2.4235 3.4077 3.0392
H 2.9341 4.1780 1.3085
H 3.5500 6.1649 -0.2736
H 3.9282 5.7378 -1.9460
H 5.6213 4.4518 -1.0988
H 2.6074 3.9396 -2.9395
H 1.1043 2.0384 -2.6422
C 0.0481 -4.5025 -2.3426
As 1.0476 -3.0462 -1.5048
C 2.1082 -4.1166 -0.2593
C 2.4330 -2.8110 -2.8937
C 2.5123 -1.4595 -3.6056
C 3.1428 -0.4174 -2.6776
C 1.1511 -0.9501 -4.1058
As -0.2351 -0.2262 -2.8969
C -1.7196 -1.4327 -3.2342
C -0.8805 1.2485 -4.0002
C 3.4489 -1.5830 -4.8262
As 3.2802 -2.8605 -6.3424
C 1.4048 -3.4446 -6.3393
C 4.0473 -4.4833 -5.5464
H 0.7076 -5.3482 -2.5445
H -0.3880 -4.1594 -3.2810
H -0.7595 -4.8235 -1.6855
H 2.5942 -4.9223 -0.8133
H 1.4639 -4.5475 0.5077
H 2.8624 -3.4952 0.2220
H 2.2736 -3.6193 -3.6131
H 3.3955 -3.0104 -2.4147
H 2.5744 -0.2821 -1.7570
H 3.2160 0.5504 -3.1812
H 4.1556 -0.7184 -2.4029
H 0.6323 -1.7310 -4.6641
H 1.3270 -0.1299 -4.8120
H -1.6697 -1.7400 -4.2815
H -2.6499 -0.8951 -3.0529
H -1.6862 -2.2977 -2.5773
H -1.2977 0.8123 -4.9111
H -0.0806 1.9327 -4.2782
H -1.6481 1.7952 -3.4550
H 4.4627 -1.7821 -4.4618
H 3.5013 -0.5994 -5.3047
H 0.7609 -2.6442 -6.6997
H 1.0493 -3.8045 -5.3733
H 1.3441 -4.2658 -7.0538
H 5.0191 -4.2393 -5.1188
H 4.2017 -5.2070 -6.3450
H 3.4227 -4.9365 -4.7789
C -4.1860 1.4782 2.4898
S -4.5937 2.8871 1.4438
C -3.0281 3.6717 1.2736
C -2.0165 3.3278 0.4475
S -1.9816 1.8886 -0.5461
S -0.7477 4.5056 0.3183
C -1.2918 5.6278 1.5153
S -0.3687 6.8697 2.0592
S -2.8180 5.1540 2.1732
H -5.1226 0.9643 2.6940
H -3.7510 1.8003 3.4335
H -3.5196 0.7940 1.9661
```

Summary:
energy above the lowest of the compared OMol25 structures with the same formula, charge and spin: 4.5 kcal/mol
frontier orbital gap: 6.0 eV
DFT total energy: -317316.168 eV
charge: +1
highest occupied orbital energy: -0.3515 Ha

Record 2
C2H10NOS | ωB97M-V/def2-TZVPD

Geometry as XYZ:
```
15
Properties=species:S:1:pos:R:3
C -0.3533 0.8440 0.2246
C -0.7702 -0.6811 0.0336
S -2.0647 -0.7397 -1.3933
N 1.1165 1.0698 0.3366
H -0.6050 1.2372 -0.7409
H -0.6671 1.1240 1.1960
H 0.0714 -1.3511 -0.2381
H -1.2108 -1.0350 0.9619
H -3.0982 -1.1399 -0.5761
H 1.3449 1.9528 0.7909
H 1.8082 0.4208 0.8175
H 1.4792 1.1749 -0.5844
H 3.0287 -0.3422 2.4268
H 3.9933 0.6349 1.6554
O 3.2271 0.0865 1.5848
```

Summary:
energy above the lowest of the compared OMol25 structures with the same formula, charge and spin: 21.5 kcal/mol
frontier orbital gap: 9.3 eV
DFT total energy: -16601.754 eV
charge: +1
highest occupied orbital energy: -0.4724 Ha

Record 3
C5H8 | ωB97M-V/def2-TZVPD

Geometry as XYZ:
```
13
Properties=species:S:1:pos:R:3
C -1.2999 -0.6479 -0.2418
C 0.6250 -0.3893 -1.2905
C -0.7014 0.2575 -1.3457
C 0.1555 -0.4855 0.1951
C 0.6232 0.3731 1.2857
H -1.9560 -0.0012 0.3164
H -1.5245 -1.6672 -0.4804
H 0.6189 -1.3755 -1.9006
H 1.6799 0.1287 -1.3579
H -0.9405 1.2555 -1.0383
H 1.5898 0.7426 1.0424
H 0.7240 -0.3433 2.2116
H -0.0492 1.1573 1.5046
```

Summary:
energy above the lowest of the compared OMol25 structures with the same formula, charge and spin: 82.1 kcal/mol
frontier orbital gap: 8.8 eV
DFT total energy: -5310.606 eV
highest occupied orbital energy: -0.2841 Ha

Record 4
C11H10O7Tc | ωB97M-V/def2-TZVPD

Geometry as XYZ:
```
29
Properties=species:S:1:pos:R:3
Tc -0.3723 0.0486 0.1597
O 1.6048 3.0658 -1.9393
C 1.2547 2.0945 -1.1673
O 0.1281 1.5908 -1.1533
C 2.3260 1.5783 -0.2473
O 1.7668 0.4042 0.3246
C 2.4124 -0.1458 1.4917
C 1.3894 -1.0381 2.1882
O 1.6261 -1.7786 3.0738
O 0.1318 -0.8090 1.7298
H 0.8846 3.3688 -2.5195
H 3.2343 1.3531 -0.8101
H 2.5460 2.3305 0.5166
H 3.2765 -0.7346 1.1891
H 2.7149 0.6560 2.1679
O -1.8364 1.2864 0.8597
C -2.7150 0.5861 0.2900
O -2.2293 -0.4194 -0.3531
C -4.1623 0.8529 0.3646
C -5.0443 0.0166 -0.2635
C -6.4518 0.2685 -0.1458
C -6.9318 1.3441 0.6124
C -6.0475 2.1752 1.2439
C -4.6360 1.9297 1.1307
H -4.6874 -0.8388 -0.8210
H -7.1441 -0.3911 -0.6536
H -7.9961 1.5196 0.6927
H -6.3967 3.0203 1.8212
H -3.9349 2.5681 1.6550
```

Summary:
⟨S²⟩: 0.782
frontier orbital gap (spin up / spin down): 4.7 / 4.8 eV
DFT total energy: -28081.723 eV
charge: +2
highest occupied orbital energy (spin up / spin down): -0.5606 / -0.5603 Ha
2S+1: 2

Record 5
C45H35BCl3F2MoN2O5P2STe | ωB97M-V/def2-TZVPD

Geometry as XYZ:
```
98
Properties=species:S:1:pos:R:3
Mo 0.7302 -0.8434 0.0815
C 0.6656 -6.3057 6.4464
C 0.2591 -5.2024 5.5743
C -0.7323 -4.2924 5.8860
C -1.0146 -3.1950 5.1104
C -0.1976 -2.9699 3.9615
C 0.7642 -3.8631 3.5936
C 0.9976 -4.9459 4.4219
S -0.3956 -1.3496 3.1895
O -0.2666 -0.5325 4.3656
O -1.6395 -1.4306 2.4658
N 0.8530 -1.1460 2.2506
C 1.9692 -0.4444 2.8975
C 3.0858 -0.1438 1.9192
O 4.2148 0.0615 2.2481
O 2.7841 -0.2920 0.5888
H 1.3107 -6.0467 7.2875
H 1.2827 -7.0500 5.8706
H -0.1404 -6.9491 6.9503
H -1.3577 -4.4711 6.7644
H -1.7936 -2.4634 5.3543
H 1.4085 -3.6720 2.7439
H 1.7502 -5.7262 4.1836
H 2.3814 -1.0796 3.6396
H 1.6746 0.4758 3.3976
Cl -2.5514 -7.1295 1.4475
C -2.0673 -5.6582 0.6260
C -2.7960 -4.5169 0.8524
C -2.3343 -3.3293 0.3156
Cl -3.4154 -1.9994 0.0456
C -1.0922 -3.2300 -0.3699
O -0.6361 -2.0528 -0.7083
C -0.4254 -4.4507 -0.5632
Cl 1.1003 -4.4257 -1.3917
C -0.8561 -5.6509 0.0397
H -3.6647 -4.5404 1.5357
H -0.2636 -6.5798 -0.0989
Te 0.6477 3.7442 -2.5567
C -1.3380 4.2800 -3.1438
C -1.9849 3.6740 -4.1833
C -3.2940 4.1406 -4.4358
N -3.9299 5.0709 -3.7017
C -3.2826 5.5162 -2.6578
C -1.9465 5.1983 -2.3312
C 0.5199 1.8600 -1.6228
P 0.6574 1.7471 0.1299
C -0.7530 2.7077 0.7886
C -0.5325 4.0301 1.0961
C -1.5121 4.8116 1.6996
C -2.7116 4.2680 2.0504
C -3.0079 2.9387 1.7447
C -1.9902 2.1647 1.1429
C 2.1409 2.7138 0.6330
C 3.1722 2.8858 -0.2606
C 4.3745 3.3983 0.1441
C 4.5542 3.8225 1.4371
C 3.5322 3.6030 2.3063
C 2.3158 3.0762 1.9864
P 0.4795 0.2216 -2.2103
C 1.4845 0.2472 -3.7016
C 2.8279 0.3764 -3.4564
C 3.7524 0.5423 -4.4802
C 3.2601 0.6146 -5.7746
C 1.8903 0.4989 -6.0539
C 1.0204 0.4821 -4.9968
C -1.2169 -0.1035 -2.7902
C -1.6739 -1.1880 -3.5196
C -2.9309 -1.2149 -4.1025
C -3.8408 -0.2252 -3.7698
C -3.4960 0.7895 -2.9126
C -2.2198 0.8680 -2.4200
H -1.5847 2.8558 -4.7324
H -3.7956 3.7796 -5.2144
H -3.8508 6.1444 -1.9470
H -1.4885 5.5978 -1.4115
H 0.4304 4.4975 0.8524
H -1.3784 5.9067 1.7103
H -3.4779 4.8920 2.5354
H -3.9922 2.5921 2.0258
H -2.3297 1.1513 0.7648
H 3.0359 2.5115 -1.2741
H 5.1629 3.4961 -0.6139
H 5.5367 4.2224 1.7148
H 3.6763 3.9380 3.3097
H 1.4078 2.9419 2.6261
H 3.1867 0.0676 -2.4648
H 4.7662 0.7026 -4.3618
H 4.0042 0.7373 -6.6066
H 1.6051 0.5988 -7.0685
H 0.0109 0.4170 -5.2623
H -0.9748 -1.9739 -3.8728
H -3.0930 -1.9807 -4.8595
H -4.7918 -0.2193 -4.3100
H -4.1840 1.5790 -2.7262
H -1.8738 1.5771 -1.6856
F 3.5523 -1.7956 -1.0752
B 2.7856 -1.6855 0.0467
F 3.0942 -2.6710 0.9005
```

Summary:
⟨S²⟩: 2.019
energy above the lowest of the compared OMol25 structures with the same formula, charge and spin: 9.4 kcal/mol
frontier orbital gap (spin up / spin down): 7.3 / 7.3 eV
DFT total energy: -142695.256 eV
charge: -1
highest occupied orbital energy (spin up / spin down): -0.1925 / -0.1929 Ha
2S+1: 3

Record 6
C10H14N2O4S | ωB97M-V/def2-TZVPD

Geometry as XYZ:
```
31
Properties=species:S:1:pos:R:3
C -5.2243 -1.4415 -0.8972
C -3.7295 -1.3493 -1.0535
C -2.9423 -2.5072 -1.1363
C -1.5719 -2.4460 -1.3651
C -0.9345 -1.2103 -1.5055
S 0.8028 -1.0805 -1.8512
O 1.2951 -2.4292 -1.7729
O 0.9726 -0.2806 -3.0320
N 1.2705 -0.1342 -0.4640
C 2.1084 -0.4110 0.5212
O 2.8801 -1.2416 0.9750
N 2.2284 1.1345 1.2402
C 3.5914 1.7189 1.3326
C 3.8246 2.8931 2.2851
O 3.0541 2.6947 3.4767
C -1.7027 -0.0572 -1.4269
C -3.0693 -0.1208 -1.1908
H -5.6529 -0.4255 -0.8722
H -5.6408 -2.0104 -1.7428
H -5.4400 -2.0474 -0.0026
H -3.4237 -3.4854 -1.0093
H -0.9740 -3.3588 -1.3923
H 1.9009 0.9942 2.2398
H 1.6332 1.8037 0.7411
H 3.8650 2.0492 0.3273
H 4.1155 0.8333 1.6782
H 3.5854 3.8637 1.8241
H 4.8643 2.8911 2.6353
H 3.1791 3.4591 4.0404
H -1.2083 0.9059 -1.5023
H -3.6573 0.7954 -1.1001
```

Summary:
energy above the lowest of the compared OMol25 structures with the same formula, charge and spin: 0.0 kcal/mol
frontier orbital gap: 9.1 eV
DFT total energy: -32600.815 eV
highest occupied orbital energy: -0.3302 Ha

Which of these has the lowest DFT total energy?
C41H52As3N4O4S5Ti

Copy entry 3 word for word.
C5H8 | ωB97M-V/def2-TZVPD

Geometry as XYZ:
```
13
Properties=species:S:1:pos:R:3
C -1.2999 -0.6479 -0.2418
C 0.6250 -0.3893 -1.2905
C -0.7014 0.2575 -1.3457
C 0.1555 -0.4855 0.1951
C 0.6232 0.3731 1.2857
H -1.9560 -0.0012 0.3164
H -1.5245 -1.6672 -0.4804
H 0.6189 -1.3755 -1.9006
H 1.6799 0.1287 -1.3579
H -0.9405 1.2555 -1.0383
H 1.5898 0.7426 1.0424
H 0.7240 -0.3433 2.2116
H -0.0492 1.1573 1.5046
```

Summary:
energy above the lowest of the compared OMol25 structures with the same formula, charge and spin: 82.1 kcal/mol
frontier orbital gap: 8.8 eV
DFT total energy: -5310.606 eV
highest occupied orbital energy: -0.2841 Ha